No. 1
Molecular formula: C32H44Br2EuN2O9P2S
Method: DFT, the ωB97M-V functional and the def2-TZVPD basis

Calculated values
Multiplicity: 8
Energy above the lowest of the compared OMol25 structures with the same formula, charge and spin (kJ/mol): 55.7
LUMO energy (spin up / spin down) (Ha): 0.0101 / 0.0100
HOMO level (spin up / spin down) (eV): -5.097 / -6.584

Each line ends with the Mulliken spin population.
CARTESIAN COORDINATES (ANGSTROEM)
Eu1 -0.086 0.132 0.249  6.93
C1 2.315 -0.177 6.344  0.00
C2 0.964 -0.068 5.674  0.00
C3 0.403 -1.400 5.217  0.00
O1 1.087 0.905 4.585  0.00
P1 1.204 0.618 3.053  0.01
O2 0.175 -0.264 2.457  0.01
C4 2.842 -0.061 2.723  -0.01
P2 2.928 -0.652 1.011  0.01
O3 2.140 0.239 0.129  0.01
O4 4.416 -0.913 0.607  0.00
C5 5.556 0.005 0.573  0.00
C6 6.276 -0.039 1.899  0.00
C7 5.125 1.388 0.146  0.00
O5 2.289 -2.066 1.055  0.00
C8 2.795 -3.397 0.732  0.00
C9 3.893 -3.807 1.686  0.00
C10 3.158 -3.472 -0.729  0.00
O6 1.124 2.028 2.397  0.00
C11 1.484 3.361 2.898  0.00
C12 2.829 3.357 3.588  0.00
C13 0.347 3.905 3.731  0.00
H1 2.226 -0.773 7.256  0.00
H2 2.699 0.808 6.611  0.00
H3 3.038 -0.671 5.688  0.00
H4 0.258 0.405 6.352  0.00
H5 1.100 -1.936 4.564  0.00
H6 -0.535 -1.285 4.675  0.00
H7 0.229 -2.015 6.103  0.00
H8 3.018 -0.918 3.378  0.00
H9 3.593 0.710 2.916  0.00
H10 6.193 -0.434 -0.190  0.00
H11 5.709 0.472 2.684  0.00
H12 7.239 0.468 1.799  0.00
H13 6.460 -1.068 2.213  0.00
H14 4.435 1.846 0.861  0.00
H15 4.614 1.377 -0.816  0.00
H16 6.010 2.026 0.071  0.00
H17 1.912 -4.006 0.903  0.00
H18 4.811 -3.237 1.519  0.00
H19 4.115 -4.866 1.535  0.00
H20 3.574 -3.679 2.725  0.00
H21 4.069 -2.907 -0.956  0.00
H22 2.333 -3.094 -1.334  0.00
H23 3.320 -4.520 -0.994  0.00
H24 1.579 3.925 1.977  0.00
H25 2.836 2.723 4.479  0.00
H26 3.057 4.377 3.901  0.00
H27 3.615 3.039 2.898  0.00
H28 0.272 3.389 4.690  0.00
H29 -0.597 3.790 3.194  0.00
H30 0.517 4.968 3.915  0.00
C14 -6.278 -0.087 0.146  0.00
C15 -5.026 -0.022 -0.697  0.00
C16 -5.064 0.026 -2.082  0.00
C17 -3.892 0.086 -2.814  0.00
C18 -2.712 0.096 -2.097  0.01
Br1 -1.068 0.189 -3.017  0.00
N1 -2.634 0.045 -0.793  0.00
C19 -3.771 -0.009 -0.106  0.01
H31 -7.171 -0.121 -0.480  0.00
H32 -6.359 0.784 0.801  0.00
H33 -6.279 -0.977 0.781  0.00
H34 -6.019 0.013 -2.598  0.00
H35 -3.889 0.119 -3.894  0.00
H36 -3.668 -0.050 0.975  0.00
O7 -1.499 2.172 0.696  0.01
C20 -0.675 2.807 0.041  -0.02
N2 0.272 2.229 -0.744  0.00
S1 1.464 3.285 -1.054  0.00
O8 1.857 3.257 -2.437  0.00
O9 2.536 3.235 -0.083  0.00
C21 0.546 4.736 -0.615  0.00
C22 0.871 6.070 -0.748  0.00
C23 -0.018 6.998 -0.211  0.00
C24 -1.178 6.585 0.445  0.00
C25 -1.472 5.230 0.581  0.00
C26 -0.590 4.317 0.042  0.00
H37 1.775 6.385 -1.254  0.00
H38 0.194 8.056 -0.307  0.00
H39 -1.858 7.330 0.844  0.00
H40 -2.368 4.886 1.087  0.00
Br2 -0.809 -7.089 0.103  0.00
C27 -0.806 -5.182 0.064  0.00
C28 -0.882 -4.520 -1.147  0.00
C29 -0.842 -3.119 -1.143  0.00
C30 -0.716 -2.314 0.002  0.02
C31 -0.678 -3.074 1.191  0.00
C32 -0.720 -4.472 1.250  0.00
H41 -0.967 -5.080 -2.073  0.00
H42 -0.905 -2.647 -2.123  0.00
H43 -0.600 -2.566 2.151  0.00
H44 -0.679 -5.000 2.199  0.00

=====

No. 2
Molecular formula: C32H44BrN3P2STi
Method: DFT, the ωB97M-V functional and the def2-TZVPD basis

Calculated values
Multiplicity: 3
Net charge: +2
LUMO energy (spin up / spin down) (Ha): -0.2171 / -0.3650
HOMO level (spin up / spin down) (eV): -12.521 / -12.526

Each line ends with the Mulliken spin population.
CARTESIAN COORDINATES (ANGSTROEM)
C1 2.254 1.787 -7.652  0.00
C2 1.525 2.360 -6.590  0.00
C3 0.942 3.627 -6.796  0.00
C4 1.114 4.258 -8.040  0.00
N1 1.808 3.695 -9.027  0.00
C5 2.368 2.498 -8.858  0.00
C6 1.382 1.665 -5.327  0.00
C7 1.259 1.062 -4.264  0.00
C8 1.095 0.385 -3.013  0.00
C9 0.801 -0.995 -2.978  0.00
C10 0.640 -1.652 -1.759  -0.04
C11 0.719 -0.889 -0.587  -0.11
C12 1.008 0.481 -0.584  0.02
C13 1.223 1.109 -1.811  0.06
Ti1 0.715 -1.578 1.447  0.94
P1 -1.660 -2.139 0.884  0.00
H1 0.368 4.114 -6.006  0.00
H2 2.723 0.808 -7.542  0.00
H3 0.671 5.240 -8.218  0.00
H4 2.929 2.069 -9.691  0.00
H5 1.485 2.168 -1.845  0.00
H6 0.710 -1.546 -3.918  0.00
H7 1.052 1.071 0.335  0.07
H8 0.466 -2.727 -1.725  0.00
C14 -2.572 -2.606 2.428  -0.01
C15 -4.104 -2.477 2.537  0.00
H9 -2.089 -2.011 3.220  0.00
H10 -2.248 -3.638 2.642  0.00
H11 -4.421 -2.966 3.472  0.00
H12 -4.436 -1.431 2.595  0.00
H13 -4.652 -2.963 1.720  0.00
C16 -2.558 -0.649 0.254  0.01
C17 -3.364 -0.779 -1.043  0.00
H14 -1.783 0.123 0.119  0.00
H15 -3.196 -0.302 1.082  0.00
H16 -3.758 0.214 -1.311  0.00
H17 -2.751 -1.125 -1.887  0.00
H18 -4.236 -1.444 -0.946  0.00
C18 -2.011 -3.488 -0.318  -0.01
C19 -3.374 -4.184 -0.231  0.00
H19 -1.207 -4.230 -0.175  0.01
H20 -1.857 -3.064 -1.322  0.01
H21 -3.453 -4.926 -1.042  0.00
H22 -3.498 -4.724 0.718  0.00
H23 -4.217 -3.489 -0.354  0.00
Br1 0.589 -2.392 3.729  -0.02
P2 -1.313 3.707 2.893  0.67
C20 -2.613 2.477 2.402  0.06
C21 -3.836 2.535 3.321  0.01
H24 -2.150 1.480 2.415  0.05
H25 -2.888 2.712 1.362  0.00
H26 -4.692 2.057 2.829  0.00
H27 -3.656 2.006 4.265  0.00
H28 -4.115 3.570 3.553  0.00
C22 -0.046 2.578 3.635  0.02
C23 0.828 3.325 4.646  0.01
H29 0.554 2.137 2.824  0.09
H30 -0.604 1.766 4.121  -0.01
H31 1.293 2.613 5.337  0.00
H32 1.634 3.885 4.156  0.00
H33 0.228 4.031 5.235  0.00
C24 -0.526 3.996 1.238  0.07
C25 -1.023 5.291 0.591  0.01
H34 -0.737 3.123 0.604  0.03
H35 0.559 4.037 1.418  -0.01
H36 -0.311 5.619 -0.174  0.00
H37 -1.994 5.153 0.103  0.00
H38 -1.121 6.095 1.330  0.00
N2 3.301 0.423 1.588  0.00
C26 3.724 -0.873 1.570  0.00
N3 2.872 -1.895 1.468  0.04
C27 3.524 -3.140 1.511  -0.01
C28 2.842 -4.344 1.574  0.01
C29 3.570 -5.466 1.996  0.01
C30 4.952 -5.384 2.265  0.00
C31 5.625 -4.150 2.171  0.00
C32 4.892 -3.030 1.776  0.00
S1 5.404 -1.318 1.802  0.00
H39 3.992 1.155 1.485  0.00
H40 2.372 0.664 1.968  0.03
H41 1.785 -4.383 1.305  0.02
H42 3.072 -6.428 2.116  0.00
H43 5.520 -6.284 2.548  0.00
H44 6.678 -4.055 2.432  0.00

=====

| no. | maximum force (eV/Å) | E_tot (eV) |
| --- | --- | --- |
| 1 | 3.373 | -244138.7741 |
| 2 | 4.462 | -160922.1685 |